No. 1
{
  "formula": "C2HF3NO3",
  "method": "ωB97M-V/def2-TZVPD",
  "spin_multiplicity": 1,
  "homo_ev": -3.9,
  "mol_weight_g_mol": 144.03,
  "total_charge": -1,
  "orbital_gap_ev": 6.95,
  "species": ["C", "C", "N", "O", "O", "O", "F", "F", "F", "H"],
  "xyz": [[1.043, 1.071, -0.361], [-1.614, -0.709, 0.004], [0.726, -0.286, -0.690], [1.885, 1.192, 0.549], [0.507, 1.931, -1.034], [1.536, -1.016, 0.040], [-1.318, -0.409, 1.281], [-2.431, 0.294, -0.473], [-2.230, -1.889, -0.078], [1.897, -0.179, 0.761]],
  "forces_ev_per_angstrom": [[-1.4, 1.9, -0.4], [2.9, 2.3, -1.1], [-0.5, -2.8, -0.8], [1.2, -0.2, 1.7], [-0.3, 0.4, -0.4], [-0.6, 0.3, 1.0], [-0.9, -0.5, 0.5], [0.2, -1.3, 0.5], [-0.3, 0.2, 0.2], [-0.2, -0.4, -1.3]],
  "nbo_charge": [0.76, 0.86, -0.09, -0.73, -0.66, -0.50, -0.37, -0.37, -0.36, 0.46]
}


No. 2
{
  "formula": "C2HF3O",
  "method": "ωB97M-V/def2-TZVPD",
  "spin_multiplicity": 1,
  "homo_ev": -11.5,
  "mol_weight_g_mol": 98.02,
  "orbital_gap_ev": 10.60,
  "species": ["C", "C", "O", "F", "F", "F", "H"],
  "xyz": [[0.118, 0.761, -0.408], [-0.232, -0.442, 0.380], [-0.063, 0.817, -1.569], [1.358, -1.230, 0.358], [-0.732, -0.267, 1.552], [-0.833, -1.365, -0.321], [0.384, 1.726, 0.008]],
  "forces_ev_per_angstrom": [[0.0, 2.2, 0.3], [3.3, -3.6, -1.3], [-0.4, -1.0, -2.3], [-3.5, 2.3, 0.8], [0.5, -0.3, 0.2], [-0.4, 0.6, 0.7], [0.6, -0.2, 1.6]],
  "nbo_charge": [0.30, 0.94, -0.42, -0.49, -0.25, -0.26, 0.16]
}


No. 3
{
  "formula": "C2HF3OS",
  "method": "ωB97M-V/def2-TZVPD",
  "spin_multiplicity": 1,
  "homo_ev": -10.3,
  "mol_weight_g_mol": 130.09,
  "orbital_gap_ev": 9.96,
  "species": ["C", "C", "O", "F", "F", "F", "S", "H"],
  "xyz": [[-0.468, -0.680, 0.246], [0.943, 0.958, 0.001], [-2.539, -1.874, -0.463], [1.427, 0.865, -1.216], [0.383, 2.127, 0.231], [1.871, 0.675, 0.962], [-1.765, -0.646, -0.629], [0.147, -1.427, 0.868]],
  "forces_ev_per_angstrom": [[5.3, 2.3, 1.0], [-2.4, -3.4, 1.5], [-0.6, -0.3, -0.3], [0.2, 0.3, 0.5], [0.4, -0.4, -0.2], [-1.0, 0.6, -1.5], [-0.3, -0.2, 0.1], [-1.6, 1.1, -1.0]],
  "nbo_charge": [-0.69, 1.06, -0.90, -0.30, -0.30, -0.33, 1.19, 0.26]
}